{
  "formula": "C84H210N14",
  "method": "wB97M-V/def2-TZVPD",
  "elements": ["N", "N", "N", "N", "N", "N", "N", "N", "N", "N", "N", "N", "N", "N", "C", "C", "C", "C", "C", "C", "C", "C", "C", "C", "C", "C", "C", "C", "C", "C", "C", "C", "C", "C", "C", "C", "C", "C", "C", "C", "C", "C", "C", "C", "C", "C", "C", "C", "C", "C", "C", "C", "C", "C", "C", "C", "C", "C", "C", "C", "C", "C", "C", "C", "C", "C", "C", "C", "C", "C", "C", "C", "C", "C", "C", "C", "C", "C", "C", "C", "C", "C", "C", "C", "C", "C", "C", "C", "C", "C", "C", "C", "C", "C", "C", "C", "C", "C", "H", "H", "H", "H", "H", "H", "H", "H", "H", "H", "H", "H", "H", "H", "H", "H", "H", "H", "H", "H", "H", "H", "H", "H", "H", "H", "H", "H", "H", "H", "H", "H", "H", "H", "H", "H", "H", "H", "H", "H", "H", "H", "H", "H", "H", "H", "H", "H", "H", "H", "H", "H", "H", "H", "H", "H", "H", "H", "H", "H", "H", "H", "H", "H", "H", "H", "H", "H", "H", "H", "H", "H", "H", "H", "H", "H", "H", "H", "H", "H", "H", "H", "H", "H", "H", "H", "H", "H", "H", "H", "H", "H", "H", "H", "H", "H", "H", "H", "H", "H", "H", "H", "H", "H", "H", "H", "H", "H", "H", "H", "H", "H", "H", "H", "H", "H", "H", "H", "H", "H", "H", "H", "H", "H", "H", "H", "H", "H", "H", "H", "H", "H", "H", "H", "H", "H", "H", "H", "H", "H", "H", "H", "H", "H", "H", "H", "H", "H", "H", "H", "H", "H", "H", "H", "H", "H", "H", "H", "H", "H", "H", "H", "H", "H", "H", "H", "H", "H", "H", "H", "H", "H", "H", "H", "H", "H", "H", "H", "H", "H", "H", "H", "H", "H", "H", "H", "H", "H", "H", "H", "H", "H", "H", "H", "H", "H", "H", "H", "H", "H", "H", "H", "H", "H", "H", "H", "H", "H", "H", "H"],
  "xyz": [[-28.093, 9.174, 2.049], [-28.910, 9.623, 7.452], [-32.391, 8.377, -3.873], [-27.241, 3.586, 7.193], [-24.925, 8.492, -2.826], [-27.220, 15.784, -1.328], [-28.459, 15.076, 5.761], [-31.918, 5.792, 6.758], [-21.035, 9.844, 4.206], [-33.030, 13.378, 4.321], [-32.435, 13.476, -1.682], [-22.752, 6.289, 2.188], [-31.544, 4.238, 1.929], [-27.749, 3.182, -1.039], [-29.613, 10.351, 8.502], [-26.666, 8.753, 6.851], [-31.600, 8.498, -2.667], [-24.206, 7.061, 4.018], [-29.638, 15.086, 7.880], [-26.452, 3.005, 6.104], [-29.116, 16.937, -2.463], [-20.963, 5.531, 0.711], [-27.565, 5.504, 8.645], [-27.137, 14.761, 5.173], [-32.928, 7.178, 8.624], [-24.957, 7.763, -4.034], [-29.085, 11.379, 5.621], [-27.547, 10.541, 1.746], [-32.968, 4.778, 6.709], [-32.438, 3.332, 6.824], [-27.299, 14.571, 3.660], [-27.191, 9.743, -2.880], [-34.438, 9.726, -3.310], [-32.341, 7.128, 7.175], [-27.524, 14.412, -1.776], [-33.355, 12.853, -0.722], [-26.540, 3.652, 4.774], [-31.306, 5.602, 1.640], [-22.222, 11.457, 5.738], [-27.160, 8.239, 1.525], [-28.945, 16.434, 5.300], [-28.415, 16.619, -1.161], [-28.921, 2.150, 8.136], [-33.238, 9.561, -4.201], [-28.620, 3.122, 7.093], [-27.395, 6.736, 2.054], [-20.895, 10.963, 5.088], [-29.423, 9.947, 6.097], [-32.833, 14.869, -1.971], [-26.137, 10.850, 2.271], [-32.645, 11.656, -0.025], [-32.647, 11.982, 4.259], [-29.391, 3.483, 2.863], [-32.718, 3.696, 1.240], [-32.297, 12.627, -2.914], [-26.479, 15.781, -0.056], [-27.639, 2.115, -2.032], [-32.773, 15.792, -0.812], [-31.097, 12.879, -3.847], [-22.032, 5.106, 1.625], [-22.071, 11.275, 2.327], [-24.322, 6.153, 0.176], [-32.624, 14.177, 3.135], [-32.869, 13.924, 5.645], [-23.610, 5.810, 3.264], [-28.621, 5.047, -2.266], [-30.581, 9.799, 2.268], [-31.320, 5.985, 5.395], [-19.744, 9.518, 3.569], [-24.023, 9.680, -2.815], [-29.732, 6.142, 5.506], [-23.484, 7.032, 1.204], [-28.203, 17.704, 5.876], [-27.472, 9.767, 7.643], [-28.273, 15.116, 7.183], [-30.360, 3.456, 1.709], [-30.595, 9.243, -5.418], [-32.565, 6.451, 1.959], [-32.816, 3.834, -0.373], [-25.148, 15.005, -0.190], [-31.134, 14.377, 3.049], [-27.055, 2.823, 0.150], [-33.117, 11.137, 5.457], [-28.230, 13.565, -0.759], [-19.591, 8.106, 3.145], [-23.941, 10.335, -1.453], [-26.244, 8.718, -2.181], [-32.282, 7.899, -1.351], [-31.521, 8.093, -5.004], [-25.597, 2.393, -0.083], [-27.406, 4.535, -1.558], [-26.900, 4.982, 7.401], [-29.458, 9.125, 1.387], [-23.630, 7.076, -4.383], [-29.627, 9.615, 9.837], [-33.287, 15.437, 5.879], [-22.109, 10.049, 3.251], [-28.121, 0.739, -1.581], [-33.625, 4.756, 5.793], [-23.040, 9.282, -3.114], [-27.201, 15.494, 3.115], [-32.233, 7.515, 1.933], [-18.835, 8.025, 2.398], [-22.995, 5.156, 3.935], [-28.565, 18.167, 6.825], [-26.071, 8.996, -1.136], [-23.879, 6.193, -4.921], [-25.359, 13.981, -0.307], [-29.099, 9.198, 5.375], [-29.294, 6.627, 4.691], [-30.748, 7.770, -2.746], [-25.105, 7.446, 3.521], [-26.893, 10.802, -2.781], [-20.491, 11.838, 4.498], [-27.142, 6.513, 8.859], [-33.194, 11.202, 0.836], [-31.750, 15.806, -0.438], [-28.981, 4.480, 3.168], [-26.793, 1.941, 6.017], [-25.511, 1.346, -0.490], [-24.747, 5.239, 0.572], [-33.951, 6.761, 8.833], [-35.161, 10.229, -3.912], [-28.359, 17.265, -3.198], [-32.427, 6.865, -1.569], [-31.205, 9.552, -2.560], [-34.230, 10.413, -2.446], [-28.608, 2.750, 2.673], [-30.519, 9.864, 6.189], [-30.980, 5.788, 0.571], [-19.751, 10.123, 2.710], [-23.075, 10.027, 3.816], [-28.039, 11.644, 5.627], [-33.622, 9.387, -5.209], [-22.808, 7.570, 0.548], [-33.095, 7.562, 6.524], [-29.785, 9.496, -4.736], [-24.524, 15.095, 0.728], [-31.597, 9.599, 1.787], [-24.883, 10.854, -1.163], [-22.732, 4.308, 1.274], [-31.704, 3.192, 6.025], [-31.433, 7.727, 7.206], [-22.839, 11.953, 5.003], [-23.763, 5.868, -0.662], [-33.516, 13.348, 6.365], [-31.837, 13.870, 5.988], [-28.625, 5.629, 8.428], [-29.185, 11.341, 8.815], [-28.194, 1.321, 8.081], [-26.127, 11.911, 2.488], [-30.683, 14.673, 3.953], [-33.252, 12.662, -3.438], [-29.147, 16.100, -0.547], [-25.389, 10.613, 1.533], [-26.563, 7.761, 7.337], [-30.146, 12.794, -3.311], [-33.009, 6.167, 2.937], [-31.091, 13.911, -4.240], [-28.749, 12.759, -1.275], [-27.958, 17.442, -0.617], [-27.512, 13.102, -0.058], [-26.055, 4.581, 4.710], [-27.134, 8.298, 0.438], [-30.560, 13.378, 2.856], [-32.567, 10.164, 5.421], [-21.023, 11.245, 1.831], [-26.341, 16.752, 0.331], [-31.746, 3.252, 7.678], [-24.418, 6.844, 5.096], [-29.501, 14.902, 8.956], [-29.513, 6.784, 6.371], [-29.969, 1.777, 8.143], [-29.476, 11.484, 4.618], [-25.754, 7.043, -3.955], [-26.010, 2.946, 4.147], [-25.067, 3.012, -0.783], [-30.425, 9.266, 3.217], [-31.720, 6.820, 4.790], [-27.474, 0.258, -0.805], [-27.765, 14.178, 7.438], [-28.241, 11.218, 2.218], [-21.944, 12.128, 6.540], [-26.424, 14.001, 3.289], [-22.770, 10.561, 6.152], [-29.503, 9.657, 0.426], [-23.501, 7.908, 3.964], [-29.565, 12.160, 6.238], [-23.081, 11.034, -1.372], [-33.576, 4.208, 1.709], [-27.143, 17.459, 6.160], [-25.802, 4.992, 7.436], [-28.214, 14.113, 3.343], [-24.539, 15.426, -1.017], [-31.457, 5.062, 4.760], [-32.691, 2.627, 1.466], [-33.088, 11.532, 3.363], [-28.927, 16.502, 4.236], [-29.078, 0.872, -1.071], [-29.278, 5.152, 5.623], [-25.945, 10.226, 3.155], [-30.887, 7.239, -4.768], [-34.924, 8.795, -2.980], [-30.379, 10.076, 10.494], [-31.529, 11.873, 4.232], [-33.811, 3.737, -0.703], [-22.142, 9.069, 2.718], [-29.561, 4.830, -1.660], [-28.744, 9.714, 10.385], [-32.068, 7.871, -5.926], [-29.829, 17.752, -2.247], [-26.564, 14.039, -2.121], [-27.087, 8.528, 5.831], [-29.710, 8.117, 1.149], [-19.299, 7.456, 3.998], [-26.373, 15.576, 5.368], [-25.251, 6.674, -0.217], [-33.317, 2.686, 6.896], [-28.203, 0.009, -2.345], [-26.573, 4.559, -2.235], [-33.865, 14.881, -2.302], [-29.391, 3.937, 7.176], [-33.081, 8.254, 8.836], [-27.175, 5.666, 6.606], [-34.346, 12.556, -1.193], [-33.207, 8.402, -1.065], [-20.487, 7.611, 2.775], [-30.454, 10.835, 2.432], [-32.781, 16.139, 5.187], [-27.526, 6.817, 3.117], [-32.252, 15.238, -2.776], [-28.630, 6.129, -2.515], [-29.915, 16.504, 5.565], [-27.559, 10.644, 0.627], [-21.517, 4.721, 2.512], [-22.985, 6.815, -3.533], [-26.185, 8.477, 1.955], [-25.208, 8.393, -4.900], [-21.379, 5.716, -0.320], [-18.913, 9.884, 4.163], [-20.401, 6.400, 1.072], [-27.549, 3.865, 4.427], [-25.118, 2.507, 0.922], [-28.750, 4.468, -3.152], [-27.616, 2.003, 0.631], [-30.222, 16.013, 7.746], [-32.115, 3.107, -0.896], [-27.687, 15.934, 7.513], [-33.315, 15.471, 0.094], [-20.210, 10.696, 5.911], [-31.219, 10.083, -5.634], [-25.377, 2.893, 6.320], [-32.954, 15.651, 6.949], [-32.983, 13.617, 2.274], [-31.123, 12.148, -4.645], [-32.556, 4.864, -0.670], [-30.639, 10.536, 8.148], [-32.375, 10.926, -0.834], [-28.080, 18.509, 5.095], [-32.238, 11.605, -2.618], [-27.130, 5.170, -0.621], [-33.686, 4.963, 7.510], [-29.011, 14.120, -0.304], [-28.219, 14.415, -2.620], [-27.204, 3.602, 0.875], [-29.793, 3.683, 0.804], [-28.109, 9.730, -2.166], [-34.175, 11.000, 5.516], [-22.869, 11.334, 1.559], [-24.086, 7.764, 1.844], [-28.284, 2.401, -2.889], [-22.196, 12.263, 2.829], [-24.469, 5.136, 2.853], [-27.385, 9.582, -3.856], [-29.808, 8.531, 9.645], [-23.146, 7.733, -5.113], [-30.965, 15.023, 2.171], [-33.515, 13.645, -0.027], [-26.604, 1.980, -2.414], [-32.502, 10.352, -4.295], [-28.656, 2.561, 9.121], [-23.779, 9.522, -0.740], [-27.141, 10.787, 7.369], [-28.689, 2.716, 6.071], [-34.398, 15.601, 5.780], [-30.535, 5.963, 2.363], [-31.641, 8.004, -0.407], [-27.132, 15.206, 0.630], [-27.410, 4.748, 9.485], [-24.269, 10.474, -3.607], [-25.627, 9.041, 6.658], [-26.524, 6.103, 1.801], [-31.688, 12.049, 0.292], [-27.282, 9.662, 8.719], [-29.749, 16.103, -2.879], [-26.885, 13.740, 5.595], [-33.101, 15.106, 3.149], [-32.268, 6.835, 9.449], [-30.680, 2.409, 1.571], [-33.418, 6.378, 1.322], [-30.230, 14.212, 7.601], [-30.134, 9.091, -6.440], [-29.947, 3.063, 3.713], [-28.249, 6.278, 1.514], [-20.309, 4.619, 0.506], [-32.816, 11.623, 6.398], [-26.782, 7.786, -2.181], [-33.089, 16.783, -1.104]],
  "forces_ev_per_angstrom": [[-1.2520, 1.7785, -0.4891], [-0.1544, 0.1911, 0.0256], [-0.5645, -0.3401, -0.5153], [1.1389, -0.1613, -0.5599], [-0.1821, 1.6282, 2.0373], [-0.0787, 0.3654, -0.3448], [0.9943, 1.8358, -0.9813], [-0.0697, 0.3531, -2.0792], [0.1095, -0.3025, 0.6949], [-1.1961, 0.2640, -0.4083], [0.5656, -0.4220, -0.8031], [0.5555, -1.8464, -0.0970], [-0.2686, -0.8432, -0.7977], [-0.1142, 0.0176, -0.8466], [-0.1624, 0.5216, 0.5708], [0.3443, -1.3206, -0.9885], [0.4635, -0.6330, 1.6327], [0.2757, -0.6133, 0.3931], [0.1173, -0.0208, 0.9551], [-0.2030, -1.4937, 1.1116], [-0.3576, 0.4565, -0.3568], [0.7635, -1.3705, -3.0504], [0.7349, -0.1698, 0.9911], [-0.9167, -0.6990, -0.7113], [-0.4300, 0.8727, 0.5675], [0.3442, -0.0554, -0.6022], [-0.7622, -0.0682, 0.3922], [-0.1711, -0.8693, -0.2780], [-0.8397, -0.5858, -0.1037], [0.9637, 1.5642, 0.5318], [1.9251, 0.0977, -0.0526], [-0.2155, 1.1163, 5.6521], [0.2715, 1.0622, 1.1602], [-0.5471, -1.0778, 2.2957], [-0.0127, 0.8905, -0.3502], [0.2835, -0.8612, -0.5585], [-0.6390, -0.5580, -0.6735], [-0.7251, 1.7121, 0.3468], [0.6221, -1.7787, -0.0621], [0.2670, -2.7090, 0.9296], [3.2273, 0.0813, 0.6856], [0.7917, -1.1807, -0.2611], [0.1851, -1.9487, 1.7553], [0.8735, -2.0534, -0.1247], [-0.6334, 2.1435, -1.2841], [0.0447, 1.2140, -2.1450], [-0.2647, 1.4012, 0.4052], [0.2146, 0.7654, 0.9834], [-1.0526, -1.6919, 0.1390], [-0.9618, -0.7275, 0.0916], [-0.3237, 0.1117, -1.0517], [0.4493, -0.3781, 0.3093], [-0.3812, -0.1369, 1.0410], [-0.0824, 0.1937, -1.1262], [-0.0115, 1.1578, 0.5770], [-0.2702, -2.8030, -0.6792], [-0.1742, -0.0739, -1.2864], [0.9612, -0.0425, 1.5714], [-0.3205, 1.0956, 0.8812], [-0.6815, 0.6620, 2.2341], [1.5984, 0.4871, -0.7258], [-2.1945, 1.5157, 1.3520], [0.6260, -2.4313, 1.5058], [-1.0797, 1.5833, 0.7503], [-1.1713, 0.2182, 0.3187], [-1.8836, 0.8157, 0.8412], [0.2841, -2.8919, -0.7816], [2.1380, -1.4471, -0.4341], [-1.2749, 0.6225, 0.3837], [-0.4271, -0.1549, -1.2938], [-2.0503, -0.4848, 1.6036], [-1.6067, 0.0906, -0.4667], [1.5531, 0.1935, -0.1055], [0.1421, 0.0845, -0.3152], [-1.9485, -1.9388, 0.5161], [0.4854, -1.0194, -0.2536], [0.6648, -0.2482, -1.5724], [0.8269, 0.7299, 0.7541], [2.3526, 0.2235, 1.4631], [0.5041, 2.1090, 0.6851], [0.9140, -2.2869, -2.1664], [0.0564, -1.1227, 0.2227], [1.6337, -0.0242, 0.2709], [1.0239, -1.5490, -0.1475], [-0.0922, -1.7495, 1.3542], [0.0153, 0.0685, 0.4820], [0.7855, 0.9788, -1.3268], [1.0496, 1.9870, 0.2534], [0.9843, 0.1126, -0.5734], [0.0101, -0.6904, 1.4534], [-0.4580, 0.1532, 2.5355], [-0.0597, -0.4985, 0.2059], [0.1455, 1.6652, 0.7403], [-0.2008, 0.8758, -0.2233], [-1.8058, -0.9993, -0.8529], [-0.0723, -0.6817, 0.3240], [-1.5376, -1.3601, 0.0328], [0.2138, 0.5035, 2.3910], [0.6687, 0.6121, 0.3010], [-0.1687, 0.2730, 0.1960], [-0.1827, 0.6519, -0.1252], [-0.5013, -0.6398, 0.3717], [0.7091, -0.1286, -0.6296], [-0.5587, 0.7200, -0.4344], [-0.3731, -0.5053, -0.8772], [-0.0983, 0.0638, -0.3120], [0.0040, -0.9681, -0.4494], [0.0092, -1.3158, -0.4479], [0.1607, 0.0324, 0.0168], [0.5090, 0.7016, -1.6619], [-0.3136, 1.0652, -0.3119], [-0.1141, -0.3849, 0.3491], [0.4609, -0.3900, -0.0555], [0.1011, -0.4074, 0.7314], [-0.4027, -0.7798, 0.3370], [0.3332, 0.2927, -0.9117], [0.3351, 0.4297, -0.1184], [-0.3440, -0.8323, -0.5837], [0.2148, 0.7065, 0.0016], [-0.0962, 0.9557, 0.7636], [0.1105, -0.2906, 0.5555], [0.9659, -0.0515, -0.7055], [-0.7861, 0.5734, -0.2566], [-0.5729, -0.1140, 0.1059], [-0.3881, -0.6948, 0.0884], [-0.1710, -0.8796, 0.2830], [-0.2448, -0.8642, -0.4727], [0.3682, 0.3304, -0.0324], [0.3340, -0.0563, -0.2201], [-0.0254, -0.0817, 0.8937], [0.6353, 0.9153, -1.5505], [0.6941, 0.2045, -0.3196], [0.4689, -0.2953, -0.1854], [0.1798, -0.1137, -0.0788], [0.2966, 0.4755, 0.2527], [-0.0623, 0.2117, -0.4624], [-0.1709, 0.0515, 0.2050], [-0.5162, 0.0484, -0.4409], [1.2976, 0.2737, 0.8465], [0.6846, -0.1964, -0.2653], [0.5178, 0.5392, -0.1362], [-0.7055, -0.6242, -0.5550], [-0.0174, 0.3102, -0.2590], [-0.2917, 0.2073, 0.0048], [1.0702, -0.2334, -1.2302], [0.7685, 0.5905, -0.7676], [0.4816, -0.2453, 0.2248], [-0.1560, -0.0135, 0.2980], [-0.0599, -0.1688, -1.0281], [-0.5355, -0.1317, -0.2256], [0.3866, 0.1364, 0.2577], [0.4165, 1.1101, 1.0850], [-0.2357, 0.2429, -0.6108], [-0.2362, 0.1352, 0.7453], [0.4043, -0.0185, -0.2585], [-0.3984, 0.6345, -0.0852], [-0.1539, -0.2674, 0.0893], [0.7554, 0.3776, -0.2283], [-0.1750, -0.4882, -0.1804], [0.0856, -0.2944, -0.0147], [-0.9397, 0.7414, -0.1873], [-0.6378, 0.2734, 0.1238], [1.0040, 1.3365, 0.1290], [0.2485, -0.2557, -0.3501], [-1.1406, 1.4911, -0.0324], [-0.7265, 0.5468, -0.0524], [-1.8816, 0.5120, 0.3779], [0.1526, 1.2293, 0.1812], [-0.7793, -0.0661, 0.3106], [0.0223, 0.1489, -0.9571], [0.0812, 0.5061, -0.0752], [0.0964, -0.3080, 0.0266], [0.7371, 0.1670, -0.0669], [0.0810, 0.2107, -0.3772], [-0.3320, -0.4772, 0.0950], [-0.1108, 0.0935, -0.8887], [0.1609, 0.6057, -0.2757], [-0.8179, 0.3151, 0.0828], [-0.2227, -0.1067, 0.6133], [-0.2210, 0.5479, -0.5812], [0.1088, 0.2053, 0.2057], [-0.2678, 0.4774, -0.2076], [-0.2217, 0.2128, 0.1754], [-0.5280, -0.0505, 0.1152], [0.4195, 0.9756, -0.2870], [0.6402, -0.0092, -0.2018], [0.0153, -0.6091, 0.2639], [-0.0404, -0.4028, -0.1388], [-0.6224, -0.3390, -0.1644], [0.0768, -0.6242, -0.3954], [-0.7847, 0.0522, -0.4851], [-0.1242, 0.1932, 0.3095], [-0.5358, -0.5117, 0.1480], [-0.4244, -0.4741, 0.2905], [-0.2224, 0.8162, 0.6979], [-0.5594, 0.1313, 0.1287], [0.3195, 0.1345, -0.1380], [0.2162, -0.2472, -0.8141], [-0.1989, -0.1868, -0.2270], [-0.0840, 0.4187, 0.0661], [0.0523, 0.4863, 0.0814], [-0.2364, -0.2738, 0.0366], [0.6269, 0.1941, -0.0906], [-0.1570, -0.4050, -0.2472], [-0.6950, 0.0005, -0.1745], [-1.2389, -0.6426, -0.2873], [-0.0551, 0.9191, -0.3628], [1.1955, 0.4039, -0.4846], [1.7408, 0.0729, 0.6089], [-0.4584, -0.2838, 0.4035], [0.2739, -0.1240, -0.3452], [-0.1092, -0.6332, -0.0931], [0.1728, 0.4064, 0.9241], [-0.2251, -0.9557, 0.2061], [0.0300, 0.3864, -0.3562], [-0.4585, -1.1176, 0.1031], [1.2282, -0.1210, 0.3895], [0.6090, -0.4157, -0.3068], [-0.1787, -0.3520, -1.0719], [0.8392, -0.1628, -0.3168], [-0.6438, -0.1205, -0.5467], [0.8829, -0.3945, -0.2216], [0.1213, -0.2782, -0.0571], [-0.1629, 0.0692, -0.7124], [0.8474, 0.2653, 0.3879], [-0.2076, -0.1765, -0.3038], [-0.2915, 0.4634, -0.1429], [0.2246, 1.1278, -0.0607], [-0.1261, -0.3622, 0.4359], [-0.2468, -0.3122, 0.4630], [0.7497, 0.3601, -0.7680], [0.2638, -0.5957, 0.0549], [-3.3387, 0.1241, 0.9077], [-0.1050, 0.3230, 0.6712], [-0.1987, -0.3893, -0.0274], [-0.2888, 0.2781, -0.1979], [0.0232, 0.2281, -0.4524], [-0.2049, 0.1176, -0.1586], [0.4168, 0.3593, 0.8764], [-0.0034, -0.1843, 0.3758], [-0.0980, -0.4500, -0.1455], [-0.0347, -0.5026, 0.0104], [0.1163, -0.5267, -0.8915], [-0.1511, -0.1527, -0.9506], [0.3370, -0.0540, -0.2427], [0.1953, -0.4296, 0.0455], [-0.9457, 0.9052, 0.6134], [0.7682, 0.9111, 0.4745], [-0.3208, 0.2066, -0.6567], [-0.0130, 0.1834, -0.4642], [-0.1479, 0.9514, 0.1703], [-0.2168, 0.3272, 0.5828], [-0.5621, 0.0072, -1.3907], [-0.0472, 0.0304, -0.1969], [0.0691, 0.0633, -0.2871], [0.2124, -0.3996, 0.0924], [0.2440, -0.0808, 0.2296], [-0.5072, 0.1063, 1.0928], [-0.4585, -0.7972, 0.8120], [0.1807, -0.6300, 0.5475], [-0.4854, -0.9338, -1.6523], [0.2070, 0.0059, 0.2208], [-0.5714, 0.4610, 0.9124], [0.4472, 0.6048, -0.2902], [0.5313, 0.7340, 0.2863], [-0.1944, 0.4096, -0.5357], [0.8598, -0.1356, -1.6777], [-0.7327, -0.2072, -0.2022], [0.5295, -0.7033, 0.2542], [0.5306, -0.7756, -1.6473], [0.5147, -0.1055, 0.3194], [0.4164, -0.7664, 0.1084], [1.1257, 0.9210, 0.6710], [-0.9348, -0.9605, -3.1117], [-0.1433, 0.7209, 0.4406], [0.5864, -0.2324, 0.3724], [0.5207, 0.0289, 0.5480], [-0.6096, 0.0800, 0.8156], [-0.2831, 0.3729, 0.0032], [-0.7214, 1.0064, 0.3976], [-0.4988, 0.2086, -0.1829], [0.0270, 0.1762, 0.2446], [-0.0392, -0.1359, 0.1113], [-0.7090, -0.0862, 0.3069], [1.1365, -0.2555, 0.1524], [-0.1738, -0.1432, -0.7666], [-0.4148, -0.1658, -1.5220], [0.4481, 0.4399, 0.5077], [-0.2373, 1.2964, -0.8593], [-0.0643, -0.9728, 0.7118], [-0.1353, 0.3962, 0.1591], [-0.2679, 0.4191, 0.2942], [0.2483, 0.0297, 0.4801], [0.0787, -0.0595, -0.2870], [0.8900, 0.5968, 0.4754], [0.2604, 1.4013, -0.1899], [-0.9487, 1.4618, 0.1491], [-0.1112, -0.1039, -0.8215], [0.1746, 0.2193, 0.1280], [-0.2457, -0.2441, -1.1263], [0.0221, 0.1899, -0.5661], [-0.2675, -0.4007, 1.1186], [0.2112, 0.3304, 0.2186], [0.1842, 0.2028, 0.6762], [-0.3437, 1.3235, 0.4664], [0.0473, -0.4547, -0.2967], [-0.0412, -0.6745, 0.0887], [-0.0498, 0.2970, 0.0636]],
  "total_energy_ev": -111366.120,
  "max_force_ev_per_a": 5.8,
  "multiplicity": 1
}